{"formula": "C33H54N4O7PS4Sc", "method": "ωB97M-V with the def2-TZVPD basis set", "homo_lumo_gap_ev": 5.793, "multiplicity": 1, "mol_weight_g_mol": 823.0, "largest_force_ha_per_bohr": 0.008, "total_energy_ev": -128729.574, "charge": -2, "species": ["Sc", "C", "C", "N", "N", "C", "S", "S", "C", "C", "C", "C", "C", "C", "C", "C", "C", "C", "C", "C", "C", "O", "H", "H", "H", "H", "H", "H", "H", "H", "H", "H", "H", "H", "H", "H", "C", "C", "C", "O", "C", "O", "O", "H", "H", "H", "H", "H", "H", "H", "O", "S", "O", "O", "S", "C", "C", "C", "C", "N", "N", "H", "H", "H", "H", "H", "H", "H", "H", "H", "H", "H", "H", "C", "C", "C", "P", "C", "C", "C", "C", "C", "C", "H", "H", "H", "H", "H", "H", "H", "H", "H", "H", "H", "H", "H", "H", "H", "H", "H", "H", "H", "H", "H"], "positions_angstrom": [[-0.6622, -1.2912, 0.0765], [-1.7182, 2.6638, -2.2530], [-1.5482, 1.2127, -1.8825], [-1.0617, 0.8936, -0.7331], [-0.7931, 1.9739, 0.1089], [-1.1575, 1.7837, 1.3259], [-1.9627, 0.4493, 2.0223], [-0.7280, 3.0571, 2.5124], [-0.0715, 4.4042, 1.4850], [-1.0799, 5.4822, 1.2011], [-0.8311, 6.8049, 1.5467], [-1.7615, 7.8024, 1.2765], [-2.9579, 7.4849, 0.6548], [-3.2204, 6.1616, 0.3141], [-2.2932, 5.1714, 0.5889], [-2.0411, 0.1680, -2.7840], [-2.1662, 0.3958, -4.1662], [-2.7260, -0.5327, -5.0113], [-3.2095, -1.7342, -4.4704], [-3.1121, -1.9889, -3.1287], [-2.5011, -1.0655, -2.2426], [-2.4013, -1.3636, -0.9864], [-2.5743, 3.0789, -1.7188], [-1.8984, 2.7904, -3.3150], [-0.8402, 3.2337, -1.9498], [0.2667, 3.9185, 0.5674], [0.7941, 4.8178, 2.0024], [0.1048, 7.0578, 2.0330], [-1.5490, 8.8276, 1.5556], [-3.6853, 8.2587, 0.4415], [-4.1562, 5.9003, -0.1648], [-2.5034, 4.1375, 0.3466], [-1.7776, 1.3121, -4.5928], [-2.7773, -0.3428, -6.0763], [-3.6405, -2.4839, -5.1250], [-3.4152, -2.9330, -2.6993], [3.5797, -0.1740, 3.4464], [2.1176, -0.0517, 3.0412], [1.2651, 0.3575, 4.2400], [2.0353, 0.9241, 2.0052], [1.5481, -1.4223, 2.5779], [1.8766, -2.4226, 3.2051], [0.6996, -1.3779, 1.6209], [3.9052, 0.7586, 3.9149], [4.2069, -0.3578, 2.5724], [3.7018, -1.0034, 4.1403], [1.5988, 1.3249, 4.6267], [1.3600, -0.3954, 5.0234], [0.2134, 0.4297, 3.9563], [1.3033, 1.5229, 2.1970], [-1.4573, -4.3137, -2.0710], [-0.1128, -4.1612, -1.5411], [0.9423, -4.4596, -2.5005], [0.0813, -2.6739, -1.1451], [0.0935, -5.2249, 0.1439], [-3.2274, -4.7035, 3.0819], [-3.5921, -3.2267, 2.9557], [-5.1092, -3.0604, 2.9409], [-3.0065, -2.4293, 4.1315], [-3.1353, -2.7440, 1.6451], [-1.7281, -2.7782, 1.4586], [-3.6690, -5.1268, 3.9876], [-2.1463, -4.8419, 3.1307], [-3.5920, -5.2510, 2.2117], [-5.5479, -3.4354, 3.8683], [-5.5331, -3.6058, 2.0969], [-5.3766, -2.0053, 2.8383], [-3.4312, -2.7807, 5.0757], [-3.2279, -1.3651, 4.0229], [-1.9230, -2.5417, 4.2060], [-3.4307, -1.7839, 1.5035], [-1.4302, -3.6921, 1.0890], [-1.2081, -2.6260, 2.3188], [2.1126, 2.2845, -1.6054], [3.1115, 1.1477, -1.3873], [4.2781, 1.3141, -2.3643], [2.2328, -0.5084, -1.2718], [2.2559, -1.2789, -2.9672], [1.5362, -0.3561, -3.9537], [3.5484, -1.8281, -3.5668], [3.4520, -1.4468, -0.2175], [3.1174, -2.9339, -0.1033], [4.9479, -1.2468, -0.4753], [2.6151, 3.2548, -1.5044], [1.3006, 2.2406, -0.8840], [1.6785, 2.2404, -2.6091], [3.4914, 1.2610, -0.3655], [3.9127, 1.4475, -3.3844], [4.9634, 0.4720, -2.3639], [4.8511, 2.2122, -2.1056], [1.6044, -2.1391, -2.8026], [2.1834, 0.4532, -4.3033], [0.6446, 0.0855, -3.5059], [1.2086, -0.9240, -4.8287], [4.3011, -1.0561, -3.7358], [3.3189, -2.2847, -4.5353], [3.9763, -2.6090, -2.9414], [3.2459, -0.9960, 0.7571], [3.1410, -3.4476, -1.0654], [2.1320, -3.1012, 0.3158], [3.8387, -3.4168, 0.5628], [5.2536, -1.6009, -1.4598], [5.5064, -1.8237, 0.2692], [5.2518, -0.2040, -0.3737]], "forces_ev_per_a": [[-0.04, 0.33, -0.03], [0.05, -0.02, -0.01], [-0.01, 0.02, -0.09], [0.01, -0.08, 0.17], [0.09, 0.15, -0.01], [0.09, 0.05, -0.05], [-0.03, -0.06, 0.11], [-0.08, -0.04, 0.07], [-0.02, -0.09, -0.02], [0.00, 0.00, -0.02], [0.04, 0.02, -0.03], [0.01, 0.00, 0.00], [-0.01, -0.02, -0.01], [0.00, 0.02, 0.00], [-0.02, -0.01, 0.02], [0.03, 0.03, 0.00], [0.02, 0.00, 0.01], [-0.01, -0.03, 0.01], [0.02, 0.05, -0.03], [0.00, -0.02, 0.03], [-0.03, -0.05, -0.02], [-0.09, 0.00, 0.03], [-0.02, 0.00, 0.03], [-0.01, -0.01, -0.03], [-0.03, 0.01, 0.00], [0.01, 0.07, -0.03], [0.01, -0.02, 0.01], [0.00, 0.00, 0.00], [0.00, 0.00, 0.00], [0.00, 0.00, 0.00], [0.00, 0.00, 0.00], [0.01, -0.02, -0.02], [0.00, 0.02, 0.01], [0.00, 0.00, 0.00], [0.00, 0.00, 0.00], [0.00, 0.00, -0.01], [-0.01, -0.03, -0.03], [-0.08, -0.02, -0.02], [0.03, 0.00, 0.06], [0.21, 0.14, 0.10], [-0.04, -0.02, 0.08], [-0.03, 0.06, -0.01], [0.06, 0.08, -0.15], [0.00, 0.00, -0.01], [-0.01, 0.00, 0.00], [0.01, 0.00, 0.00], [0.00, 0.00, -0.01], [0.01, 0.01, 0.01], [-0.02, 0.02, -0.03], [-0.13, -0.09, -0.08], [0.03, 0.06, 0.00], [-0.14, -0.29, -0.23], [0.09, 0.05, 0.06], [-0.05, -0.06, 0.17], [0.04, -0.01, 0.02], [0.00, 0.01, -0.02], [0.03, 0.04, 0.00], [0.02, 0.00, -0.03], [-0.03, -0.02, -0.02], [-0.03, -0.08, 0.09], [0.07, -0.05, -0.14], [0.01, 0.00, 0.01], [0.00, -0.01, -0.01], [0.00, -0.01, 0.01], [0.00, 0.01, 0.00], [-0.01, 0.00, 0.00], [-0.01, 0.00, 0.00], [0.00, 0.00, 0.01], [0.00, -0.01, 0.01], [0.01, 0.00, 0.00], [0.00, 0.04, -0.07], [-0.03, -0.07, -0.03], [0.05, 0.02, 0.12], [0.02, 0.03, -0.04], [-0.05, 0.01, 0.01], [0.02, 0.00, 0.00], [0.15, 0.02, -0.06], [0.01, 0.01, 0.08], [-0.02, -0.04, 0.02], [-0.03, 0.04, -0.03], [0.04, -0.03, 0.00], [0.01, 0.03, -0.07], [-0.01, 0.00, 0.09], [-0.01, -0.01, -0.02], [-0.05, 0.00, 0.04], [-0.01, -0.01, 0.02], [0.00, -0.04, 0.02], [-0.01, -0.03, -0.02], [0.02, 0.03, -0.01], [-0.02, 0.02, -0.03], [-0.04, -0.07, 0.01], [0.01, 0.02, 0.02], [-0.03, 0.01, -0.01], [0.02, -0.01, 0.00], [0.01, 0.01, -0.01], [0.00, -0.01, 0.00], [0.03, 0.00, 0.02], [-0.01, 0.02, 0.00], [0.00, -0.01, -0.03], [-0.11, -0.03, 0.03], [0.00, 0.00, 0.00], [0.01, -0.02, -0.01], [0.01, 0.00, -0.01], [0.01, -0.01, 0.01]], "mulliken_charge": [-0.60, -1.64, 0.83, 0.64, 0.29, -0.29, -0.73, -0.19, -0.19, 0.47, -0.51, -0.54, -0.39, -0.81, 0.05, 0.05, -0.42, -1.06, -0.48, -0.44, 0.13, -0.56, 0.20, 0.51, 0.27, -0.29, 0.53, 0.32, 0.36, 0.35, 0.39, 0.31, 0.28, 0.35, 0.40, 0.37, -1.70, 1.99, -1.69, -0.41, 0.05, -0.74, 1.74, 0.44, 0.21, 0.29, 0.40, 0.41, 0.24, -0.12, -0.79, 1.26, -0.69, 0.01, -0.61, -1.84, 1.69, -1.84, -1.50, -0.23, 0.34, 0.48, 0.28, 0.38, 0.41, 0.40, 0.37, 0.47, 0.26, 0.35, 0.18, -0.20, 0.05, -0.72, 0.46, -2.03, 1.13, 1.95, -1.62, -1.72, 2.99, -1.04, -2.16, 0.59, -0.40, 0.17, 0.55, 0.35, 0.32, 0.43, -0.60, 0.17, 0.22, 0.48, 0.18, 0.46, 0.32, -2.54, 0.20, -0.23, 0.52, 0.28, 0.53, 0.44]}